# 1
A 4-piece molecular cluster, C3H12O4 overall at a distorted geometry, computed with the ωB97M-V functional and the def2-TZVPD basis.

Calculated values
Electronic energy ... -422.415755 hartree
HOMO ... -8.4 eV
Lowest unoccupied orbital energy ... 0.6 eV

Positions of all 19 atoms, in Å:
1 C -3.054664 0.790348 -0.332678
2 C -1.854615 0.074962 -0.886836
3 C -1.681096 -1.182001 -1.283957
4 O -0.425718 -1.737299 -1.458679
5 H -2.805534 1.027688 0.706220
6 H -3.903872 0.116934 -0.349180
7 H -3.216578 1.758897 -0.778354
8 H -0.962759 0.703232 -0.950835
9 H -2.436343 -1.949486 -1.163345
10 H 0.127409 -1.040872 -1.845382
11 H 2.035378 0.610270 -0.104523
12 H 3.072652 -0.333537 -0.635583
13 O 2.152837 -0.061235 -0.821800
14 H 0.403830 -2.625260 2.100601
15 H 1.485418 -2.784951 3.160668
16 O 1.151324 -2.157935 2.522742
17 H 3.265537 3.016617 -0.064242
18 H 3.280666 3.242710 1.412023
19 O 3.366135 2.530913 0.773136

Atoms 1-2, force components in eV/Å:
0.80 -0.88 0.37
0.49 0.73 -0.65

Atom charges from the Löwdin analysis, given in e for atoms 1 to 2:
1 C -0.106
2 C -0.169

---

# 2
A 4-piece molecular cluster, C3H12O4 overall at a distorted geometry, computed with the ωB97M-V functional and the def2-TZVPD basis.

Calculated values
Electronic energy ... -422.397503 hartree
HOMO ... -9.3 eV
Lowest unoccupied orbital energy ... 0.1 eV

Positions of all 19 atoms, in Å:
1 C -3.240481 -1.285195 -0.122494
2 C -2.093775 -0.335088 -0.329511
3 C -1.690875 0.053113 -1.545147
4 O -0.705502 0.993999 -1.744592
5 H -4.143574 -0.850893 0.292414
6 H -2.883100 -2.107714 0.497284
7 H -3.473920 -1.658856 -1.122321
8 H -1.731057 0.292234 0.481037
9 H -2.054157 -0.552783 -2.378438
10 H 0.075205 0.571096 -1.398043
11 H 1.014335 0.095626 1.692250
12 H 2.386840 0.105544 0.762201
13 O 1.628116 0.531491 1.113201
14 H 3.857243 -3.614810 -2.231156
15 H 3.982711 -4.391840 -1.039653
16 O 3.592218 -4.473866 -1.908153
17 H 2.494488 5.329661 2.640369
18 H 1.064897 5.420787 3.170165
19 O 1.920386 5.877501 3.170589

Atoms 1-2, force components in eV/Å:
1.06 -0.29 -0.64
-0.61 1.65 -0.47

Atom charges from the Löwdin analysis, given in e for atoms 1 to 2:
1 C -0.107
2 C -0.158

---

# 3
A 4-piece molecular cluster, C3H12O4 overall at a distorted geometry, computed with the ωB97M-V functional and the def2-TZVPD basis.

Calculated values
Electronic energy ... -422.082451 hartree
2S+1 ... 2
HOMO (alpha / beta) ... -14.1 / -14.1 eV
Lowest unoccupied orbital energy (alpha / beta) ... -5.8 / -9.8 eV
Total charge ... +1

Positions of all 19 atoms, in Å:
1 O 0.222763 1.007131 -0.223971
2 C -0.661546 0.218909 -0.381548
3 C -1.914065 0.461983 -1.178738
4 C -3.121289 0.607044 -0.224427
5 H -0.444648 -0.794767 0.005852
6 H -1.726843 1.267175 -1.880966
7 H -2.180604 -0.437948 -1.735651
8 H -3.325370 -0.370091 0.214416
9 H -3.052080 1.364047 0.550690
10 H -4.024374 0.800082 -0.808233
11 H 2.862116 1.771684 1.580591
12 H 2.230605 0.809151 0.663808
13 O 2.742637 0.820847 1.458293
14 H 0.862466 0.093748 2.181720
15 H 0.070291 -0.333217 3.390819
16 O 0.038035 -0.319445 2.440001
17 H 4.147241 -2.924038 -2.376791
18 H 3.814740 -1.762960 -1.467866
19 O 3.459925 -2.279338 -2.207997

Atoms 1-2, force components in eV/Å:
-0.54 -0.01 -0.05
0.67 -0.02 -0.41

Atom charges from the Löwdin analysis, given in e for atoms 1 to 2:
1 O 0.343
2 C -0.052

---

# 4
A 4-piece molecular cluster, C3H12O4 overall at a distorted geometry, computed with the ωB97M-V functional and the def2-TZVPD basis.

Calculated values
Electronic energy ... -422.050030 hartree
2S+1 ... 2
HOMO (alpha / beta) ... -14.5 / -14.7 eV
Lowest unoccupied orbital energy (alpha / beta) ... -6.4 / -6.7 eV
Total charge ... +1

Positions of all 19 atoms, in Å:
1 C -1.808308 -2.502731 -1.441083
2 C -1.146291 -1.738478 -0.363435
3 C 0.103947 -1.160221 -0.291810
4 O 0.250037 0.190341 0.000846
5 H -1.890880 -1.849151 -2.315853
6 H -2.866198 -2.737528 -1.258998
7 H -1.262203 -3.448767 -1.518355
8 H -1.383055 -1.811158 0.742206
9 H 0.920303 -1.902300 -0.119128
10 H 0.918048 0.413189 0.669030
11 H -0.787876 1.598895 -0.997881
12 H -1.543968 2.794166 -1.340749
13 O -0.635121 2.493391 -1.229361
14 H 2.611991 1.847284 0.148615
15 H 3.856910 0.810206 0.308919
16 O 3.161460 1.283428 0.784518
17 H 1.150656 2.079735 3.022912
18 H -0.123096 2.194157 2.541583
19 O 0.473639 1.445550 2.658016

Atoms 1-2, force components in eV/Å:
-0.71 0.19 0.39
-1.46 0.09 0.76

Atom charges from the Löwdin analysis, given in e for atoms 1 to 2:
1 C -0.032
2 C -0.017

---

# 5
A 4-piece molecular cluster, C3H12O5S2 overall at a distorted geometry, computed with the ωB97M-V functional and the def2-TZVPD basis.

Calculated values
Electronic energy ... -1294.017347 hartree
HOMO ... -8.9 eV
Lowest unoccupied orbital energy ... 0.2 eV

Positions of all 22 atoms, in Å:
1 C -1.079484 0.402204 0.638652
2 C -1.640929 -0.855929 -0.247742
3 O -2.525033 -0.407457 -1.211661
4 O -1.622906 -2.093442 -0.099921
5 C -0.510640 -0.123416 1.856578
6 S 0.513880 1.287458 2.493736
7 S 2.340834 0.876144 1.756944
8 H -0.497688 0.980479 -0.041164
9 H -2.208233 0.879661 0.929699
10 H -3.048638 -1.325362 -1.603458
11 H 0.039867 -0.996479 1.735260
12 H -1.236322 -0.479467 2.639150
13 H 2.317597 1.016785 0.505344
14 H 2.730366 -0.962451 -2.415346
15 H 1.414437 -0.025294 -2.329254
16 O 2.341229 -0.169064 -1.934634
17 H -1.063310 1.760185 -3.157260
18 H -1.678354 0.889007 -2.090163
19 O -0.878283 1.338239 -2.281160
20 H -0.238353 -3.016084 -3.311731
21 H -0.307370 -1.974656 -2.320635
22 O -0.129144 -2.155915 -3.227155

Atoms 1-2, force components in eV/Å:
-6.14 -2.23 -1.74
-1.91 -1.86 0.14

Atom charges from the Löwdin analysis, given in e for atoms 1 to 2:
1 C -0.205
2 C -0.430

---

# 6
A 2-piece molecular cluster, C3H12P4 overall at a distorted geometry, computed with the ωB97M-V functional and the def2-TZVPD basis.

Calculated values
Electronic energy ... -1486.694145 hartree
HOMO (alpha / beta) ... -7.8 / -8.1 eV
Lowest unoccupied orbital energy (alpha / beta) ... -0.1 / -0.3 eV

Positions of all 19 atoms, in Å:
1 C 1.847592 -0.997578 -1.232006
2 C -0.711823 1.994437 2.817170
3 C -0.533099 -0.309382 -0.902444
4 P -1.103264 -1.842286 -0.089024
5 P -0.691623 -0.166399 -2.721096
6 P -0.505089 0.544100 1.790797
7 P -0.131860 1.329519 -0.209531
8 H 2.210219 -0.714450 -2.174165
9 H 2.285208 -0.521192 -0.297887
10 H 1.619637 -2.096426 -1.269161
11 H -0.005273 2.780377 2.575647
12 H -0.418252 1.845999 3.851443
13 H -1.798675 2.259219 2.814100
14 H -0.832970 -2.357814 -1.284945
15 H 0.128553 -1.984327 0.536333
16 H -2.001945 -0.430551 -2.959373
17 H -0.239206 -1.620193 -2.965759
18 H 0.818435 0.347779 2.256587
19 H -1.421965 1.851562 -0.324655

Atoms 1-2, force components in eV/Å:
-1.83 -0.65 2.11
-0.88 1.12 0.84

Atom charges from the Löwdin analysis, given in e for atoms 1 to 2:
1 C -0.039
2 C -0.473

---

# 7
A 2-piece molecular cluster, C3H13BIN2O7P2S overall at a distorted geometry, computed with the ωB97M-V functional and the def2-TZVPD basis.

Calculated values
Electronic energy ... -2161.808315 hartree
HOMO ... -4.3 eV
Lowest unoccupied orbital energy ... 2.1 eV
Total charge ... -1

Positions of all 30 atoms, in Å:
1 N 2.889578 0.004440 1.632782
2 B 2.352823 -0.539798 0.343294
3 O 2.614974 0.049830 -0.920191
4 P 1.185584 -2.117027 0.427801
5 I 2.224648 -3.213301 -1.624576
6 O 0.085425 -3.476946 0.517826
7 C -1.133420 -2.985392 1.069624
8 C -0.979117 -1.576143 1.805671
9 P -1.868011 -0.176499 0.929219
10 O -3.117585 -0.737177 -0.048629
11 O -0.881329 0.666216 -0.094900
12 S -2.678007 0.981121 2.290036
13 O 0.395651 -1.304916 1.795198
14 H 2.660693 0.989427 1.722205
15 H 3.890452 -0.127965 1.699452
16 H 2.547531 0.997296 -0.788900
17 H 0.353684 -1.453190 -0.544897
18 H 2.001358 -2.865498 1.366021
19 H -1.782358 -2.873088 0.186665
20 H -1.491062 -3.717114 1.802988
21 H -1.370550 -1.758619 2.810550
22 H -2.828068 -0.534237 -0.945117
23 H -0.242578 1.186932 0.390763
24 C -1.259658 3.566293 -2.572051
25 N 0.035195 3.446459 -1.859801
26 O 0.117202 3.939798 -0.757678
27 O 0.920285 2.858146 -2.430204
28 H -1.951512 4.112054 -1.940403
29 H -1.073429 4.099956 -3.499915
30 H -1.618399 2.558943 -2.762836

Atoms 1-2, force components in eV/Å:
-0.58 0.04 -0.86
0.86 -0.47 -0.69

Atom charges from the Löwdin analysis, given in e for atoms 1 to 2:
1 N 0.093
2 B -0.705

---

# 8
C3H13CaNNb as an isolated structure at a distorted geometry, computed with the ωB97M-V functional and the def2-TZVPD basis.

Calculated values
Electronic energy ... -910.850600 hartree
HOMO ... -12.5 eV
Lowest unoccupied orbital energy ... -6.0 eV
Total charge ... +1

Positions of all 19 atoms, in Å:
1 N 2.925237 0.420158 0.063591
2 C 1.526169 -0.030657 -0.013271
3 C 0.588081 1.017611 -0.662470
4 C -0.814324 1.119949 0.064190
5 Nb -1.918590 -0.893813 -0.143123
6 H 3.364579 0.343897 -0.843497
7 H 3.402024 -0.269779 0.631081
8 H 1.485365 -0.928757 -0.651020
9 H 1.203675 -0.290154 1.016748
10 H 1.069958 1.997396 -0.747798
11 H 0.346479 0.690038 -1.679413
12 H -1.354242 1.911030 -0.474514
13 H -0.678499 1.466141 1.124387
14 H -2.807465 -0.517317 1.451068
15 H -3.245929 -0.060112 -1.057450
16 H -0.973543 -1.301091 -1.663877
17 H -0.613822 -1.735292 0.884540
18 H -2.786451 -2.504868 -0.164011
19 Ca -0.718701 -0.434381 2.864838

Atoms 1-2, force components in eV/Å:
-0.42 -0.15 0.60
0.49 0.49 -1.28

Atom charges from the Löwdin analysis, given in e for atoms 1 to 2:
1 N -0.007
2 C -0.347

---

# 9
A 2-piece molecular cluster, C3H13N2 overall, computed with the ωB97M-V functional and the def2-TZVPD basis.

Calculated values
Electronic energy ... -231.373189 hartree
HOMO ... -14.6 eV
Lowest unoccupied orbital energy ... -3.2 eV
Total charge ... +1

Positions of all 18 atoms, in Å:
1 C -1.240483 -0.836537 -2.241755
2 N -0.821331 -1.435523 -0.937673
3 H -0.757177 0.127574 -2.356930
4 H -0.949002 -1.481162 -3.068165
5 H -2.312647 -0.698813 -2.266183
6 H -0.632065 -0.649404 -0.160299
7 H 0.032350 -1.970844 -1.063543
8 H -1.529733 -2.053147 -0.538699
9 C 1.731163 1.552549 0.864433
10 C 0.956464 0.419065 1.494294
11 N -0.452352 0.423380 0.996081
12 H 1.291149 2.519036 1.111701
13 H 2.761930 1.574504 1.198483
14 H 1.720827 1.462913 -0.228353
15 H 1.398514 -0.548443 1.255837
16 H 0.949216 0.489717 2.582388
17 H -1.098092 0.160450 1.730277
18 H -0.675137 1.370314 0.699753

Atoms 1-2, force components in eV/Å:
0.06 -0.05 -0.14
-0.01 0.16 0.11

Atom charges from the Löwdin analysis, given in e for atoms 1 to 2:
1 C -0.030
2 N 0.084

---

# 10
A 2-piece molecular cluster, C3H13N2O overall at a distorted geometry, computed with the ωB97M-V functional and the def2-TZVPD basis.

Calculated values
Electronic energy ... -306.612209 hartree
HOMO ... -13.6 eV
Lowest unoccupied orbital energy ... -3.1 eV
Total charge ... +1

Positions of all 19 atoms, in Å:
1 C 1.664729 -1.001274 -0.039383
2 C 1.551164 0.313910 -0.827413
3 C 0.192554 1.034411 -1.004556
4 N -1.043292 0.211797 -0.736296
5 N 0.706580 -1.050971 1.057680
6 H 2.694877 -1.068879 0.328012
7 H 1.511809 -1.833914 -0.723794
8 H 2.314293 1.019751 -0.469127
9 H 1.904805 0.174930 -1.863375
10 H 0.103083 1.882393 -0.329018
11 H 0.096928 1.445026 -1.989192
12 H -1.722567 0.258326 -1.491452
13 H -1.498609 0.563534 0.120121
14 H -0.731162 -0.705147 -0.364962
15 H 0.913901 -0.375520 1.781849
16 H 0.634746 -1.949600 1.522968
17 H -3.544283 -0.245971 1.375276
18 H -2.993612 1.046641 2.092425
19 O -2.755941 0.280559 1.560240

Atoms 1-2, force components in eV/Å:
0.37 0.29 0.04
0.55 0.38 -1.24

Atom charges from the Löwdin analysis, given in e for atoms 1 to 2:
1 C -0.258
2 C -0.159

---

- Look up the electronic energy of the seventh one.
  -2161.808315 hartree

---

- Look up the electronic energy of the fifth one.
  -1294.017347 hartree

---

Repeat the second record exactly.
A 4-piece molecular cluster, C3H12O4 overall at a distorted geometry, computed with the ωB97M-V functional and the def2-TZVPD basis.

Calculated values
Electronic energy ... -422.397503 hartree
HOMO ... -9.3 eV
Lowest unoccupied orbital energy ... 0.1 eV

Positions of all 19 atoms, in Å:
1 C -3.240481 -1.285195 -0.122494
2 C -2.093775 -0.335088 -0.329511
3 C -1.690875 0.053113 -1.545147
4 O -0.705502 0.993999 -1.744592
5 H -4.143574 -0.850893 0.292414
6 H -2.883100 -2.107714 0.497284
7 H -3.473920 -1.658856 -1.122321
8 H -1.731057 0.292234 0.481037
9 H -2.054157 -0.552783 -2.378438
10 H 0.075205 0.571096 -1.398043
11 H 1.014335 0.095626 1.692250
12 H 2.386840 0.105544 0.762201
13 O 1.628116 0.531491 1.113201
14 H 3.857243 -3.614810 -2.231156
15 H 3.982711 -4.391840 -1.039653
16 O 3.592218 -4.473866 -1.908153
17 H 2.494488 5.329661 2.640369
18 H 1.064897 5.420787 3.170165
19 O 1.920386 5.877501 3.170589

Atoms 1-2, force components in eV/Å:
1.06 -0.29 -0.64
-0.61 1.65 -0.47

Atom charges from the Löwdin analysis, given in e for atoms 1 to 2:
1 C -0.107
2 C -0.158